{
  "formula": "C4H10N2",
  "method": "ωB97M-V with the def2-TZVPD basis set",
  "symbols": ["C", "C", "N", "H", "H", "H", "H", "H", "C", "C", "N", "H", "H", "H", "H", "H"],
  "positions_angstrom": [[2.6968, 1.3494, 0.8298], [0.8521, 1.1328, 2.2616], [1.3631, 1.6930, 1.2599], [2.7092, 1.5150, -0.2484], [3.4843, 1.9555, 1.2662], [2.9965, 0.3044, 1.0049], [0.2382, 1.7169, 2.9526], [1.2385, 0.2720, 2.8375], [-1.5980, -1.2577, -2.4756], [-2.3682, -1.1000, -0.2808], [-1.8203, -0.4721, -1.2414], [-1.4756, -0.5768, -3.3066], [-0.6861, -1.8580, -2.3485], [-2.3605, -2.0283, -2.5564], [-3.0102, -0.4564, 0.3127], [-2.2599, -2.1897, -0.2675]],
  "relative_energy_kj_mol": 336.7,
  "largest_force_ev_per_a": 2.388,
  "e_lumo_ev": 1.077,
  "homo_lumo_gap_ev": 10.313,
  "smiles": "C=NC.C=NC"
}

{
  "formula": "C7H9F4N2O",
  "method": "ωB97M-V with the def2-TZVPD basis set",
  "symbols": ["C", "C", "F", "C", "C", "N", "C", "C", "O", "C", "F", "F", "F", "N", "H", "H", "H", "H", "H", "H", "H", "H", "H"],
  "positions_angstrom": [[-1.7621, 1.7322, 2.0137], [-1.6550, 0.2045, 1.9103], [-2.6131, -0.2147, 1.0130], [-0.3086, -0.1309, 1.3532], [0.8889, -0.0744, 1.8915], [1.7438, -0.4715, 0.8565], [1.0689, -0.7428, -0.2182], [1.5634, -1.1830, -1.5841], [0.4574, -1.2911, -2.4568], [0.2297, -0.1801, -3.2136], [1.2824, 0.1462, -3.9518], [-0.7775, -0.4473, -4.0116], [-0.0855, 0.8855, -2.4638], [-0.2130, -0.5497, 0.0483], [-2.7814, 2.0504, 2.1885], [-1.0728, 2.0483, 2.7961], [-1.3626, 2.1320, 1.0844], [-1.8241, -0.2763, 2.8698], [1.1458, 0.2212, 2.8874], [2.7490, -0.5122, 0.9383], [2.0030, -2.1689, -1.4569], [2.3391, -0.5076, -1.9405], [-1.0157, -0.6697, -0.5536]],
  "largest_force_ev_per_a": 2.789,
  "e_lumo_ev": -2.998,
  "homo_lumo_gap_ev": 11.386,
  "total_charge": 1,
  "smiles": "C[C@@H](F)c1c[nH]c(COC(F)(F)F)[nH+]1"
}

{
  "formula": "C4H2O2",
  "method": "ωB97M-V with the def2-TZVPD basis set",
  "symbols": ["O", "C", "C", "O", "C", "C", "H", "H"],
  "positions_angstrom": [[-0.6754, 0.4119, 2.0678], [-0.7762, 0.4001, 0.8666], [1.3202, 0.2414, -1.1463], [2.1457, 0.9683, -1.5306], [0.4991, -0.7477, -0.8299], [-0.4960, -0.8283, 0.0472], [-0.9872, 1.3103, 0.2634], [-1.0302, -1.7560, 0.2619]],
  "relative_energy_kj_mol": 26.1,
  "largest_force_ev_per_a": 1.214,
  "e_lumo_ev": -1.219,
  "homo_lumo_gap_ev": 8.335,
  "smiles": "O=C=C=CC=O"
}

{
  "formula": "C5H11O3",
  "method": "ωB97M-V with the def2-TZVPD basis set",
  "symbols": ["C", "O", "C", "C", "C", "C", "O", "H", "H", "H", "H", "H", "H", "H", "H", "H", "H", "H", "O"],
  "positions_angstrom": [[-0.3106, -2.0953, 0.6399], [-0.0182, -3.0339, -0.4152], [-1.6455, -1.3795, 0.3030], [-1.5926, 0.0954, 0.6774], [-0.4024, 0.8370, 0.0406], [0.0151, 2.0468, 0.5207], [0.9806, 2.7925, 0.1436], [-0.3123, -2.7066, 1.5362], [0.4557, -1.3222, 0.6894], [-2.5144, -1.8525, 0.7443], [-1.7098, -1.5384, -0.7695], [-2.4969, 0.6344, 0.3771], [-1.4512, 0.1323, 1.7641], [-0.1518, 0.3895, -0.9194], [0.3912, -2.5490, -1.1358], [-0.5339, 2.3392, 1.4458], [2.0403, 1.5931, -0.9500], [1.8271, 0.6869, -2.0785], [2.5696, 1.0281, -1.5603]],
  "relative_energy_kj_mol": 217.1,
  "largest_force_ev_per_a": 1.344,
  "e_lumo_ev": 3.651,
  "homo_lumo_gap_ev": 6.353,
  "total_charge": -1
}

{
  "formula": "C10H31AsF6O5",
  "method": "ωB97M-V with the def2-TZVPD basis set",
  "symbols": ["O", "H", "H", "H", "As", "F", "F", "F", "F", "F", "F", "C", "C", "O", "H", "H", "H", "H", "H", "H", "C", "C", "O", "H", "H", "H", "H", "H", "H", "C", "C", "C", "O", "H", "H", "H", "H", "H", "H", "H", "H", "C", "C", "C", "O", "H", "H", "H", "H", "H", "H", "H", "H"],
  "positions_angstrom": [[-0.1890, 0.6066, 0.6141], [0.4139, 1.3190, 0.3892], [-0.2323, -0.0381, -0.0959], [-1.0220, 1.0361, 0.8221], [-2.0091, -2.8250, 4.0433], [-1.8291, -1.0557, 4.2339], [-3.4373, -2.5859, 2.9141], [-2.2135, -4.6160, 3.8427], [-0.6176, -3.3012, 5.0685], [-3.1195, -2.9352, 5.4388], [-0.8837, -2.8433, 2.6162], [0.8349, 4.4592, -2.3363], [2.0764, 4.0435, -1.5545], [1.6711, 3.5584, -0.2627], [1.1257, 4.9655, -3.2568], [0.3038, 5.2013, -1.7402], [0.2081, 3.6222, -2.6440], [2.7462, 4.8913, -1.4107], [2.7205, 3.3097, -2.0391], [1.9228, 4.2530, 0.3504], [-1.4640, 3.8849, 3.1821], [-2.8382, 3.3074, 2.9623], [-2.9101, 2.6810, 1.6842], [-1.4584, 4.6331, 3.9747], [-1.0232, 4.5157, 2.4101], [-0.7471, 3.0773, 3.3306], [-3.5745, 4.1093, 2.9077], [-3.0791, 2.6101, 3.7647], [-3.8327, 2.7715, 1.4349], [3.9455, -3.0394, -0.6605], [3.7473, -1.6328, -0.1068], [5.1177, -1.0967, 0.3360], [3.1290, -0.9422, -1.1941], [4.5324, -3.7055, -0.0280], [4.4211, -2.9587, -1.6379], [2.9992, -3.5545, -0.8258], [3.0713, -1.6219, 0.7482], [5.8759, -0.9663, -0.4362], [5.5127, -1.7641, 1.1019], [4.9802, -0.1295, 0.8193], [3.6277, -1.1025, -1.9986], [-3.6645, -2.4774, -2.6968], [-2.0945, -2.4781, -2.5762], [-1.4207, -3.1649, -3.7368], [-1.6858, -1.1450, -2.6254], [-4.1265, -2.1032, -1.7832], [-3.9530, -3.5044, -2.9205], [-4.0949, -1.8392, -3.4685], [-1.7495, -2.8462, -1.6100], [-1.5700, -2.6572, -4.6898], [-1.5873, -4.2410, -3.7855], [-0.3528, -3.0082, -3.5848], [-2.2035, -0.6768, -3.2845]],
  "relative_energy_kj_mol": 410.1,
  "largest_force_ev_per_a": 2.644,
  "e_lumo_ev": -1.147,
  "homo_lumo_gap_ev": 9.581
}

{
  "formula": "C5H8ClOP",
  "method": "ωB97M-V with the def2-TZVPD basis set",
  "symbols": ["C", "C", "C", "C", "C", "O", "P", "Cl", "H", "H", "H", "H", "H", "H", "H", "H"],
  "positions_angstrom": [[0.2133, 0.3985, 0.8658], [0.5247, 0.7548, -0.5700], [-1.0838, 0.2506, 1.3015], [-0.1080, 1.6707, -1.2141], [1.6725, 0.0041, -1.2447], [-2.4517, -2.7279, 0.3343], [-1.8594, -2.2883, 1.5725], [0.1533, -2.7321, 1.4389], [0.9053, 0.1804, 1.6411], [-1.2000, 0.5521, 2.3164], [-1.9241, 0.4440, 0.5879], [-0.9951, 2.1930, -0.7015], [0.1227, 1.8759, -2.2289], [2.5976, 0.0082, -0.6500], [2.1390, 0.3728, -2.1215], [1.2936, -0.9570, -1.3278]],
  "relative_energy_kj_mol": 210.6,
  "largest_force_ev_per_a": 4.318,
  "e_lumo_ev": -0.942,
  "homo_lumo_gap_ev": 8.397,
  "smiles": "C=CC(=C)C.O=PCl"
}

no.,DFT total energy (hartree)
1,-267.79707
2,-856.14548
3,-303.99988
4,-422.83100
5,-3610.73235
6,-1072.05311